## one
Molecular formula: C44H66O33
Method: DFT, ωB97M-V/def2-TZVPD

CARTESIAN COORDINATES (ANGSTROEM)
C (-4.07, 0.67, 0.97)
C (-3.24, 0.91, 2.29)
C (-3.83, 1.53, 3.61)
O (-3.26, 0.70, 4.54)
C (-2.61, -0.42, 4.06)
O (-2.07, -1.23, 4.83)
O (-2.70, -0.38, 2.73)
H (-4.27, 1.69, 0.64)
H (-5.02, 0.17, 1.13)
H (-3.50, 0.26, 0.13)
H (-2.33, 1.52, 2.29)
H (-4.89, 1.28, 3.69)
H (-3.45, 2.52, 3.89)
C (6.90, 2.97, -4.00)
C (6.70, 3.29, -2.53)
C (5.51, 4.27, -2.33)
O (4.72, 3.67, -1.34)
C (4.98, 2.40, -1.25)
O (4.25, 1.67, -0.59)
O (6.14, 2.13, -1.90)
H (7.32, 1.99, -4.22)
H (7.60, 3.72, -4.36)
H (5.95, 2.96, -4.54)
H (7.61, 3.66, -2.07)
H (4.93, 4.47, -3.23)
H (6.02, 5.18, -2.02)
C (4.58, -1.21, -1.89)
C (4.48, -2.41, -0.96)
C (5.78, -3.17, -0.71)
O (5.71, -3.32, 0.69)
C (4.82, -2.43, 1.26)
O (4.62, -2.28, 2.42)
O (4.13, -1.87, 0.32)
H (4.56, -1.53, -2.93)
H (5.27, -0.39, -1.66)
H (3.57, -0.81, -1.83)
H (3.72, -3.02, -1.45)
H (6.75, -2.71, -0.90)
H (5.70, -4.13, -1.22)
C (-0.33, 2.33, 5.97)
C (0.87, 3.07, 5.25)
C (0.67, 4.56, 5.25)
O (1.96, 5.10, 5.50)
C (2.81, 4.14, 5.82)
O (4.03, 4.35, 5.96)
O (2.16, 2.97, 5.90)
H (-1.24, 2.58, 5.43)
H (-0.52, 2.70, 6.98)
H (-0.29, 1.24, 5.97)
H (1.05, 2.68, 4.25)
H (0.09, 4.87, 6.12)
H (0.15, 4.99, 4.40)
C (-2.52, -3.38, -4.63)
C (-2.71, -4.34, -5.80)
C (-4.07, -4.56, -6.38)
O (-3.96, -4.14, -7.79)
C (-2.70, -4.07, -8.13)
O (-2.23, -4.07, -9.24)
O (-2.02, -3.87, -6.90)
H (-1.48, -3.15, -4.39)
H (-3.00, -3.89, -3.80)
H (-3.02, -2.42, -4.79)
H (-2.44, -5.37, -5.59)
H (-4.96, -3.97, -6.17)
H (-4.42, -5.59, -6.47)
C (-5.64, -4.68, 3.59)
C (-4.17, -4.14, 3.81)
C (-3.05, -4.97, 4.30)
O (-1.99, -4.43, 3.60)
C (-2.42, -3.92, 2.47)
O (-1.62, -3.71, 1.55)
O (-3.80, -3.95, 2.52)
H (-6.24, -4.17, 2.84)
H (-6.12, -4.57, 4.56)
H (-5.61, -5.71, 3.24)
H (-4.16, -3.10, 4.15)
H (-3.00, -6.00, 3.94)
H (-2.82, -4.97, 5.37)
C (-3.48, -5.30, -1.07)
C (-4.53, -4.31, -0.66)
C (-3.97, -2.90, -0.50)
O (-4.82, -2.10, -1.29)
C (-5.61, -2.82, -2.06)
O (-6.19, -2.41, -3.06)
O (-5.52, -4.08, -1.62)
H (-3.09, -5.17, -2.08)
H (-4.01, -6.24, -0.90)
H (-2.54, -5.36, -0.51)
H (-5.08, -4.82, 0.12)
H (-2.90, -2.71, -0.61)
H (-4.34, -2.54, 0.46)
C (0.14, 0.50, 1.24)
C (0.94, -0.15, 0.04)
C (0.90, -1.63, 0.07)
O (-0.04, -2.10, -0.83)
C (-0.35, -1.13, -1.59)
O (-1.04, -1.06, -2.59)
O (0.31, 0.02, -1.19)
H (-0.38, 1.37, 0.83)
H (0.62, 0.76, 2.18)
H (-0.56, -0.17, 1.72)
H (1.92, 0.33, -0.05)
H (0.68, -1.84, 1.12)
H (1.86, -2.02, -0.28)
C (5.64, 2.48, 2.21)
C (5.10, 1.15, 2.49)
C (5.59, 0.46, 3.84)
O (4.34, 0.18, 4.41)
C (3.26, 0.58, 3.68)
O (2.11, 0.48, 4.05)
O (3.74, 1.33, 2.65)
H (6.72, 2.46, 2.03)
H (5.63, 3.14, 3.08)
H (5.06, 2.93, 1.40)
H (5.42, 0.41, 1.76)
H (6.17, 1.11, 4.50)
H (6.21, -0.42, 3.68)
C (-4.46, 0.25, -3.48)
C (-3.46, 1.46, -3.43)
C (-2.41, 1.28, -4.46)
O (-2.68, 2.42, -5.33)
C (-3.64, 3.16, -4.86)
O (-3.96, 4.34, -5.18)
O (-4.18, 2.54, -3.86)
H (-5.19, 0.14, -2.68)
H (-3.86, -0.65, -3.40)
H (-4.87, -0.08, -4.43)
H (-3.12, 1.47, -2.40)
H (-2.42, 0.28, -4.89)
H (-1.38, 1.48, -4.16)
C (1.11, 3.73, -1.16)
C (0.66, 4.67, -0.09)
C (1.82, 5.52, 0.53)
O (1.24, 6.77, 0.64)
C (0.23, 6.92, -0.27)
O (-0.14, 8.04, -0.62)
O (0.06, 5.74, -0.80)
H (0.27, 3.53, -1.83)
H (1.44, 2.76, -0.79)
H (1.80, 4.06, -1.93)
H (-0.05, 4.31, 0.66)
H (2.65, 5.56, -0.16)
H (2.29, 5.10, 1.42)

Summary:
**SMILES**: C[C@H]1COC(=O)O1.C[C@H]1COC(=O)O1.C[C@H]1COC(=O)O1.C[C@H]1COC(=O)O1.C[C@H]1COC(=O)O1.C[C@H]1COC(=O)O1.C[C@H]1COC(=O)O1.C[C@H]1COC(=O)O1.C[C@H]1COC(=O)O1.C[C@H]1COC(=O)O1.C[C@H]1COC(=O)O1
**Net charge**: 0
**LUMO level**: -0.101 eV
**2S+1**: 1
**HOMO-LUMO gap**: 9.91 eV
**Highest occupied orbital energy**: -10.0 eV

## two
Molecular formula: C44H66O33
Method: DFT, ωB97M-V/def2-TZVPD

CARTESIAN COORDINATES (ANGSTROEM)
C (-5.33, -2.18, 0.77)
C (-4.24, -1.81, -0.22)
C (-4.75, -1.25, -1.57)
O (-3.77, -0.23, -1.82)
C (-3.25, 0.27, -0.66)
O (-2.61, 1.23, -0.53)
O (-3.54, -0.67, 0.30)
H (-4.90, -2.74, 1.56)
H (-6.13, -2.86, 0.46)
H (-5.78, -1.24, 1.17)
H (-3.44, -2.51, -0.35)
H (-5.75, -0.81, -1.51)
H (-4.77, -1.92, -2.44)
C (-0.93, -5.39, 0.19)
C (-1.08, -4.98, 1.59)
C (-2.53, -4.95, 2.02)
O (-2.72, -6.35, 2.40)
C (-1.55, -6.77, 2.97)
O (-1.38, -7.73, 3.64)
O (-0.60, -5.91, 2.55)
H (-1.47, -4.72, -0.49)
H (-1.38, -6.32, 0.00)
H (0.15, -5.39, -0.06)
H (-0.63, -4.03, 1.77)
H (-3.26, -4.71, 1.28)
H (-2.76, -4.39, 2.94)
C (-2.18, 5.39, -4.63)
C (-2.48, 4.85, -3.26)
C (-1.51, 3.76, -2.83)
O (-0.43, 4.58, -2.22)
C (-0.96, 5.79, -1.78)
O (-0.34, 6.58, -1.14)
O (-2.23, 5.86, -2.26)
H (-1.11, 5.75, -4.57)
H (-2.89, 6.18, -4.92)
H (-2.28, 4.60, -5.40)
H (-3.51, 4.59, -3.04)
H (-1.02, 3.21, -3.61)
H (-1.96, 3.04, -2.12)
C (1.16, 0.13, 7.25)
C (0.82, -0.47, 5.90)
C (1.76, -0.30, 4.74)
O (2.04, -1.62, 4.29)
C (1.40, -2.53, 5.13)
O (1.55, -3.74, 4.97)
O (0.70, -1.94, 6.03)
H (0.45, -0.22, 7.95)
H (1.02, 1.22, 7.17)
H (2.16, -0.18, 7.63)
H (-0.15, -0.14, 5.60)
H (2.64, 0.12, 5.26)
H (1.31, 0.28, 3.88)
C (-0.28, -2.57, -3.80)
C (-1.58, -1.93, -3.42)
C (-1.78, -0.62, -4.20)
O (-2.86, -0.91, -5.08)
C (-3.42, -2.06, -4.75)
O (-4.48, -2.43, -5.22)
O (-2.75, -2.73, -3.79)
H (0.56, -1.89, -3.63)
H (-0.37, -2.84, -4.84)
H (-0.14, -3.48, -3.22)
H (-1.75, -1.78, -2.37)
H (-0.94, -0.37, -4.85)
H (-2.08, 0.23, -3.63)
C (2.40, 5.50, 0.80)
C (2.25, 6.98, 0.60)
C (1.14, 7.60, 1.38)
O (1.55, 8.88, 1.71)
C (2.90, 8.93, 1.60)
O (3.60, 9.82, 2.02)
O (3.37, 7.78, 1.13)
H (2.68, 5.33, 1.82)
H (3.07, 5.10, 0.08)
H (1.37, 5.09, 0.67)
H (2.17, 7.17, -0.49)
H (0.90, 7.05, 2.32)
H (0.30, 7.65, 0.69)
C (5.07, -0.44, -2.99)
C (3.59, -0.80, -3.21)
C (3.27, -1.67, -4.45)
O (2.96, -2.94, -3.81)
C (2.74, -2.77, -2.48)
O (2.18, -3.60, -1.77)
O (3.01, -1.49, -2.19)
H (5.11, 0.04, -2.02)
H (5.47, 0.24, -3.77)
H (5.69, -1.36, -2.95)
H (3.07, 0.15, -3.28)
H (4.12, -1.76, -5.10)
H (2.38, -1.28, -4.96)
C (-5.09, 1.28, 4.67)
C (-3.94, 1.24, 3.59)
C (-2.66, 2.05, 3.84)
O (-1.61, 1.13, 3.69)
C (-2.11, -0.11, 3.44)
O (-1.35, -0.99, 3.29)
O (-3.44, -0.10, 3.53)
H (-4.66, 1.31, 5.68)
H (-5.78, 0.48, 4.52)
H (-5.56, 2.26, 4.64)
H (-4.32, 1.52, 2.62)
H (-2.64, 2.43, 4.88)
H (-2.59, 2.93, 3.21)
C (2.87, -4.41, 1.78)
C (3.06, -5.89, 1.92)
C (2.73, -6.60, 3.23)
O (2.26, -7.83, 2.77)
C (1.74, -7.74, 1.57)
O (0.92, -8.47, 1.04)
O (2.08, -6.52, 1.04)
H (3.65, -3.92, 2.36)
H (1.86, -4.10, 1.97)
H (3.14, -4.12, 0.75)
H (4.10, -6.14, 1.64)
H (2.00, -6.16, 3.86)
H (3.64, -6.73, 3.80)
C (2.59, 2.81, -5.29)
C (1.92, 3.54, -4.11)
C (2.52, 3.33, -2.74)
O (3.21, 4.52, -2.47)
C (2.71, 5.52, -3.27)
O (2.94, 6.65, -3.11)
O (2.01, 4.93, -4.27)
H (3.70, 2.96, -5.15)
H (2.37, 3.20, -6.27)
H (2.37, 1.75, -5.26)
H (0.86, 3.34, -4.11)
H (3.16, 2.45, -2.76)
H (1.85, 3.10, -1.95)
C (1.12, -1.60, 0.90)
C (0.21, -0.57, 0.45)
C (0.76, 0.82, 0.75)
O (1.32, 1.22, -0.56)
C (0.57, 0.60, -1.46)
O (0.59, 0.92, -2.61)
O (0.06, -0.53, -0.98)
H (1.20, -1.45, 1.97)
H (2.10, -1.57, 0.44)
H (0.75, -2.60, 0.68)
H (-0.76, -0.82, 0.84)
H (1.53, 0.82, 1.50)
H (0.01, 1.57, 0.98)

Summary:
**SMILES**: C[C@H]1COC(=O)O1.C[C@H]1COC(=O)O1.C[C@H]1COC(=O)O1.C[C@H]1COC(=O)O1.C[C@H]1COC(=O)O1.C[C@H]1COC(=O)O1.C[C@H]1COC(=O)O1.C[C@H]1COC(=O)O1.C[C@H]1COC(=O)O1.C[C@H]1COC(=O)O1.C[C@H]1COC(=O)O1
**Net charge**: 0
**LUMO level**: -0.370 eV
**2S+1**: 1
**HOMO-LUMO gap**: 9.85 eV
**Highest occupied orbital energy**: -10.2 eV

Calculated relative energies: one 609.8; two 0.0, given in kJ/mol